# 1
DFT (the ωB97M-V functional and the def2-TZVPD basis) results for one molecule with the formula C3H6F2OS at a distorted geometry.

frontier orbital gap	8.89	eV
energy relative to the best compared isomer or geometry (same formula, charge and spin)	115.9	kcal/mol
SMILES string	C=[S@@H](=O)C(C)(F)F
E	-21520.40900	eV

Last column: natural (NBO) charge in e.
Element x y z (Å)
C  -2.34058  -0.86681  0.25677  -1.039
S  -0.84908  -0.50732  -0.27732  1.560
O  -1.03193  0.39857  -1.40752  -0.971
C  0.51394  0.35071  0.70059  0.495
C  1.93068  0.57776  -0.54370  -0.654
F  0.22281  1.48310  1.29181  -0.303
F  0.85956  -0.57573  1.65546  -0.361
H  -3.10583  -0.10183  -0.02863  0.283
H  -2.42971  -1.29751  1.33942  0.238
H  0.10337  -1.45199  -0.77215  0.051
H  2.30081  -0.40243  -0.90520  0.223
H  1.26765  1.19259  -1.33172  0.259
H  2.55831  1.20089  0.02219  0.219

# 2
DFT (the ωB97M-V functional and the def2-TZVPD basis) results for a 2-piece molecular cluster, C6H8N2 overall at a distorted geometry.

frontier orbital gap	10.49	eV
energy relative to the best compared isomer or geometry (same formula, charge and spin)	50.8	kcal/mol
SMILES string	C/C=C(/C)C#N.C#N
E	-9329.50594	eV

Last column: natural (NBO) charge in e.
Element x y z (Å)
C  -0.54066  0.35299  2.28244  -0.667
C  -0.90358  0.73439  0.89866  -0.070
C  -0.57851  0.18692  -0.27684  -0.168
C  -1.07897  0.87800  -1.54186  -0.589
C  0.07390  -1.08365  -0.38926  0.311
N  0.57869  -2.08999  -0.26877  -0.351
H  -1.44835  0.09778  2.97265  0.239
H  -0.09715  1.27011  2.72772  0.236
H  0.22682  -0.54176  2.26942  0.234
H  -1.54120  1.64023  0.87534  0.199
H  -1.88550  0.15413  -2.02564  0.216
H  -0.31250  0.96059  -2.21603  0.217
H  -1.48472  1.84636  -1.22180  0.222
C  2.94442  -1.38887  -1.45201  0.052
N  3.98406  -1.01435  -1.19709  -0.328
H  2.06324  -2.00286  -1.43692  0.246

# 3
DFT (the ωB97M-V functional and the def2-TZVPD basis) results for a 5-piece molecular cluster, C34H37ClN4O11P overall at a distorted geometry.

frontier orbital gap	7.63	eV
charge	+1
energy relative to the best compared isomer or geometry (same formula, charge and spin)	29.9	kcal/mol
E	-86141.69795	eV

Last column: Mulliken charge in e.
Element x y z (Å)
C  -4.92192  -4.80026  -1.42543  -1.053
C  -5.00294  -3.33463  -1.98863  -0.487
C  -4.41692  -2.18530  -1.09343  -0.072
C  -4.70253  -2.35170  0.45304  -1.241
N  -2.97391  -1.85337  -1.31454  0.565
C  -2.73579  -1.25292  -2.56576  -0.235
N  -2.63918  0.07820  -2.65010  -0.318
N  -2.55284  -1.98787  -3.75183  -0.169
C  -1.70856  -3.20559  -3.56790  0.087
C  -0.73663  -3.31703  -4.81261  -0.625
C  -1.47662  -3.78156  -6.12413  0.552
O  -2.55642  -3.35400  -6.48346  -0.543
O  -0.81289  -4.71340  -6.91775  -0.422
C  -1.02574  -3.30683  -2.15929  -0.648
N  0.17338  -2.44945  -1.97094  -0.483
C  -2.02147  -2.94973  -0.96736  0.045
P  -0.90887  -2.27753  0.46093  0.047
O  -1.78318  -2.65688  1.87495  -0.507
Cl  -0.95460  -0.17685  0.36825  -0.139
H  -4.71906  -4.89809  -0.33329  0.261
H  -4.09710  -5.36841  -1.94722  0.240
H  -5.85004  -5.40108  -1.63146  0.335
H  -4.56791  -3.35105  -3.02589  0.249
H  -6.09344  -3.09674  -2.14290  0.526
H  -4.98530  -1.24977  -1.37263  0.444
H  -4.19661  -3.25217  0.86879  0.190
H  -4.49799  -1.41581  1.02541  0.315
H  -5.81366  -2.52906  0.52636  0.427
H  -2.23072  0.64279  -1.89969  0.162
H  -2.90955  0.56416  -3.50616  0.284
H  -2.18073  -1.34977  -4.45732  0.337
H  -2.40793  -4.08862  -3.64199  0.303
H  0.17707  -3.93704  -4.64729  -0.120
H  -0.36228  -2.27493  -5.04149  0.457
H  -1.26941  -4.72956  -7.78474  0.361
H  -0.70608  -4.37215  -2.00371  0.435
H  0.93809  -3.02072  -1.60507  0.292
H  0.44955  -1.94856  -2.81459  0.202
H  -2.49281  -3.87157  -0.54630  0.577
H  -1.96071  -3.61869  1.82247  0.339
C  1.59720  4.40708  1.65709  -0.321
C  1.96798  4.60022  2.92245  -0.232
C  1.34303  3.83796  4.02843  0.168
O  1.67707  4.01335  5.18348  -0.561
C  0.29366  2.85371  3.67539  -0.585
C  -0.07444  2.66381  2.40988  -0.380
C  0.54897  3.42441  1.30486  0.500
O  0.20987  3.24509  0.14760  -0.589
H  2.04148  4.95506  0.83637  0.440
H  2.72935  5.31122  3.19746  0.595
H  -0.15176  2.30490  4.49616  0.580
H  -0.83985  1.95092  2.13198  0.415
C  5.63874  -5.52722  -4.27495  -0.371
C  4.59573  -5.58038  -3.44756  -0.358
C  3.21050  -5.55012  -3.96297  0.446
O  2.24847  -5.59663  -3.21947  -0.555
C  3.02108  -5.45700  -5.42366  -0.271
C  4.06156  -5.40223  -6.25361  -0.403
C  5.45243  -5.43560  -5.74237  0.319
O  6.40069  -5.38789  -6.49596  -0.517
H  6.66104  -5.54838  -3.91930  0.412
H  4.71126  -5.64854  -2.37309  0.426
H  1.99646  -5.43537  -5.77571  0.457
H  3.94307  -5.33100  -7.32756  0.430
C  -2.59866  4.65781  7.55300  -0.390
C  -2.29364  3.81923  6.56421  -0.199
C  -2.18841  2.36183  6.79880  0.445
O  -1.90767  1.59559  5.89598  -0.557
C  -2.43614  1.87095  8.17254  -0.406
C  -2.74126  2.70891  9.16209  -0.340
C  -2.84689  4.16739  8.92824  0.341
O  -3.12675  4.93139  9.82825  -0.534
H  -2.67931  5.72665  7.40081  0.410
H  -2.10956  4.16019  5.55290  0.434
H  -2.35504  0.80203  8.32421  0.412
H  -2.92494  2.36783  10.17312  0.403
C  5.01432  7.86280  0.58314  -0.349
C  6.18423  8.47927  0.42332  -0.401
C  7.13210  8.63191  1.55112  0.312
O  8.19690  9.19467  1.40705  -0.529
C  6.72934  8.07165  2.86165  -0.406
C  5.55907  7.45541  3.02034  -0.260
C  4.61331  7.30354  1.89285  0.434
O  3.54404  6.73825  2.03725  -0.494
H  4.30843  7.74246  -0.22904  0.415
H  6.49464  8.89397  -0.52744  0.398
H  7.43454  8.19178  3.67425  0.408
H  5.24803  7.04066  3.97119  0.441

# 4
DFT (the ωB97M-V functional and the def2-TZVPD basis) results for C8H11FO as an isolated structure at a distorted geometry.

frontier orbital gap	8.96	eV
energy relative to the best compared isomer or geometry (same formula, charge and spin)	149.8	kcal/mol
E	-13232.83394	eV

Last column: natural (NBO) charge in e.
Element x y z (Å)
C  -0.75713  -0.67312  1.59011  -0.090
C  -1.93872  -1.29589  1.57411  -0.288
C  -0.40882  2.16961  0.16825  -0.265
C  -0.37646  1.32734  -0.78474  0.226
C  -1.39042  -2.08540  0.46675  0.089
C  0.75373  2.53865  0.97497  -0.635
C  -1.96800  -1.72125  -0.88323  -0.667
C  0.09651  -1.80394  1.01967  0.054
O  1.08735  -1.60842  0.09869  -0.702
F  0.85141  0.90526  -1.34092  -0.379
H  -1.30843  0.82508  -1.31736  0.180
H  -2.87422  -1.00002  2.03467  0.229
H  -1.31106  2.43656  0.61360  0.218
H  1.65356  2.55346  0.50626  0.216
H  0.84024  1.83431  1.87947  0.227
H  0.54287  3.49284  1.31977  0.212
H  -2.03780  -2.61282  -1.43217  0.233
H  -1.26830  -1.11027  -1.45520  0.237
H  -2.98689  -1.12860  -0.71884  0.218
H  0.31342  -2.55569  1.73819  0.192
H  1.46962  -0.72086  0.24390  0.496